# C3H8NO

A 2-piece molecular cluster, C3H8NO overall in a non-equilibrium geometry (ωB97M-V/def2-TZVPD, the Open Molecules 2025 dataset).

Last columns: bonded neighbours and bond lengths (Å).
Atoms and positions in Å:
1 C -0.42 -1.65 -0.88  C2 1.329, H6 1.012, H7 1.101
2 C 0.16 -1.05 0.15  C1 1.329, C3 1.501, H8 1.035
3 C 0.16 0.42 0.45  C2 1.501, N4 1.424, O5 1.324
4 N 0.06 1.33 -0.64  C3 1.424, H10 1.084, H11 1.036, H12 1.042
5 O 1.14 0.81 1.26  C3 1.324, H13 1.020
6 H -0.43 -2.66 -0.92  C1 1.012
7 H -1.24 -1.23 -1.48  C1 1.101
8 H 0.69 -1.73 0.73  C2 1.035
9 H -1.23 0.61 1.70  no bonds
10 H -0.52 2.17 -0.29  N4 1.084
11 H 1.03 1.68 -0.69  N4 1.036
12 H -0.33 0.94 -1.53  N4 1.042
13 H 0.92 0.35 2.15  O5 1.020

The max |F| is 6.5 eV/A. The net charge is +1. As for the relative energy (zero: lowest compared OMol25 entry of this formula, charge and spin): 100.7 kcal/mol. The multiplicity is 1. The value obtained for the lowest unoccupied orbital energy (alpha / beta) is -5.01 / -5.01 eV.

Population analysis type Mulliken, resulting atomic charges in e: number 1, C, carries -0.948; number 2, C, carries -0.157; number 3, C, carries 0.040; number 4, N, carries -0.172; number 5, O, carries -0.473; number 6, H, carries 0.295; number 7, H, carries 0.257; number 8, H, carries 0.323; number 9, H, carries 0.209; number 10, H, carries 0.442; number 11, H, carries 0.395; number 12, H, carries 0.341; number 13, H, carries 0.448

=====

# C3H8NO

A 2-piece molecular cluster, C3H8NO overall in a non-equilibrium geometry (ωB97M-V/def2-TZVPD, the Open Molecules 2025 dataset).

Last columns: bonded neighbours and bond lengths (Å).
Atoms and positions in Å:
1 C 1.08 -0.44 0.13  C2 1.321, N4 1.427, H5 1.079
2 C 1.16 -1.71 -0.22  C1 1.321, H6 1.082, H7 1.078
3 C 0.21 1.70 -0.44  N4 1.268, H8 1.080, H9 1.080
4 N 0.24 0.45 -0.62  C1 1.427, C3 1.268, H10 1.009
5 H 1.63 0.04 0.92  C1 1.079
6 H 0.66 -2.02 -1.13  C2 1.082
7 H 1.64 -2.49 0.34  C2 1.078
8 H -0.54 2.23 -1.00  C3 1.080
9 H 0.85 2.31 0.18  C3 1.080
10 H -0.48 0.02 -1.18  N4 1.009
11 H -2.24 -0.91 0.63  O13 0.959
12 H -2.45 0.37 1.57  O13 0.960
13 O -1.99 0.00 0.81  H11 0.959, H12 0.960

The max |F| is 1.5 eV/A. The net charge is +1. As for the relative energy (zero: lowest compared OMol25 entry of this formula, charge and spin): 23.5 kcal/mol. The multiplicity is 1. The value obtained for the lowest unoccupied orbital energy is -5.22 eV.

Population analysis type Mulliken, resulting atomic charges in e: number 1, C, carries 0.141; number 2, C, carries -0.691; number 3, C, carries -0.134; number 4, N, carries -0.030; number 5, H, carries 0.290; number 6, H, carries 0.248; number 7, H, carries 0.278; number 8, H, carries 0.270; number 9, H, carries 0.262; number 10, H, carries 0.338; number 11, H, carries 0.305; number 12, H, carries 0.303; number 13, O, carries -0.580

=====

Q: Which formula does entry 1 have?
A: C3H8NO